Entry 1:
50
Properties=species:S:1:pos:R:3 method="wB97M-V/def2-TZVPD" homo_lumo_gap_ev=8.5826 smiles="COc1ccc2c(c1)C(c1ccc(C#N)cc1)=N[C@@H](COS(C)(=O)=O)c1nnc(C)n1-2" de_lowest_kcal_mol=113.9 max_force_ev_per_a=4.05 charge=0
S -4.8883 -1.7239 -0.7889
O -3.4857 -1.5941 -1.6809
O -4.7314 -1.2973 0.6228
O -0.5102 3.1194 3.8966
O -5.5458 -3.0241 -0.8764
N 0.4142 -1.7602 1.2987
N -1.0484 -0.2960 -0.8430
N 1.1775 -3.6985 0.7170
N 0.0462 -3.4571 -0.0078
N 2.4681 5.7917 -3.8620
C 1.3969 2.3754 -0.5990
C 1.4039 3.8176 -2.5298
C 1.4305 -2.6725 1.4738
C 1.9856 4.8961 -3.2793
C 0.2187 1.7405 -1.0123
C 0.3197 3.1231 -3.0484
C -6.0414 -0.5501 -1.5127
C 1.9625 3.4395 -1.2800
C 0.4178 -0.4749 3.3405
C 0.2326 -0.5520 1.9606
C -0.1750 0.5893 1.2600
C 2.6500 -2.6403 2.3908
C -0.4383 1.7927 1.9861
C -0.2788 1.8541 3.3591
C -0.2859 2.0975 -2.2688
C -0.4120 -2.2757 0.3689
C -1.5905 -1.5074 -0.1442
C -2.4443 -2.3694 -1.0646
C -0.7651 3.1235 5.3239
C -0.3848 0.6444 -0.1862
C 0.1312 0.6961 4.0478
H 0.0766 2.6651 5.8566
H -6.2585 -0.7790 -2.5378
H -0.8288 4.1735 5.6770
H -2.8460 -3.2388 -0.5227
H -1.7849 -2.7303 -1.8771
H -1.1331 1.5816 -2.6479
H 1.9255 2.1013 0.2770
H -0.7853 2.6728 1.4678
H 2.8580 3.9180 -0.8574
H -0.1354 3.3365 -4.0025
H 0.2472 0.6949 5.1034
H 3.2228 -1.6723 2.2996
H 0.6648 -1.3917 3.9432
H -6.9596 -0.6003 -0.9352
H -2.2160 -1.1694 0.7091
H -1.6405 2.5709 5.5582
H 3.3459 -3.4421 2.0986
H 2.3766 -2.8114 3.4213
H -5.5759 0.4237 -1.4277


Entry 2:
48
Properties=species:S:1:pos:R:3 method="wB97M-V/def2-TZVPD" homo_lumo_gap_ev=9.0049 smiles=C[C@H](O)Cc1ccc(CCCCO)c[n+]1CCCCO de_lowest_kcal_mol=20.5 max_force_ev_per_a=1.64 charge=+1
O 2.0559 -4.8924 -2.2586
O 0.8163 0.2184 2.8027
O -4.6828 2.6275 1.1428
N 0.4117 -0.2256 -0.3240
C -1.1368 2.6745 -2.0777
C 1.4882 0.2924 0.2640
C 0.9732 2.4191 -0.6708
C 2.4350 -0.5152 1.1363
C 2.6036 -1.1901 3.5931
C -0.1567 1.8552 -1.2564
C 2.2134 -0.0819 2.5910
C -2.3777 3.1534 -1.2537
C 0.2141 -2.3605 -1.5305
C 0.0106 -1.6585 -0.1790
C -0.4132 0.5411 -1.0693
C -2.3795 2.7826 0.2420
C 0.6956 -4.6344 -2.5809
C -3.5423 3.4639 1.0093
C 1.7897 1.6253 0.0863
C -0.0516 -3.8819 -1.4722
H 0.5124 -2.1408 0.6520
H -3.7962 4.4358 0.5775
H -4.4549 1.9749 1.8132
H 0.2575 -4.2662 -0.4896
H 2.7560 0.8421 2.8284
H -1.0670 -1.6237 0.0039
H -1.1184 -4.1044 -1.5791
H -0.6003 3.5602 -2.4348
H -3.2577 2.6669 -1.6911
H -0.5251 -1.9575 -2.2348
H -2.5446 1.7003 0.3099
H 3.4409 -0.2016 0.8395
H -2.5375 4.2297 -1.3565
H 2.3247 -4.2462 -1.5972
H 2.9003 -0.7587 4.5549
H 0.1977 -5.5953 -2.7407
H -1.4611 3.0756 0.7639
H 2.6574 2.0568 0.5714
H -3.1721 3.6874 2.0222
H -1.2938 0.0883 -1.5081
H 1.1881 -2.1314 -1.9835
H 1.1958 3.4742 -0.7915
H 3.4255 -1.7946 3.1991
H 2.3645 -1.5919 0.9924
H 1.7297 -1.8137 3.8089
H 0.7009 0.1817 3.7598
H -1.4061 2.0994 -2.9676
H 0.6166 -4.0602 -3.5172